Record 1
C12H9BrN2OS in the gas phase. Source: OMol25; level of theory: ωB97M-V with the def2-TZVPD basis set.

XYZ file:
```
26
Properties=species:S:1:pos:R:3:mulliken_charge:R:1
O 0.10992 1.32207 1.31301 -0.506
C -0.12319 0.37718 0.60712 -0.013
C -1.12812 0.41784 -0.52231 -0.521
S -0.12349 0.56813 -2.04609 -0.153
C 0.29955 2.26593 -1.96508 0.500
N 1.28376 2.64795 -2.76538 -0.562
C 1.61650 3.92500 -2.71686 -0.067
C 0.98159 4.82514 -1.87032 -0.513
C -0.04472 4.30974 -1.09073 -0.161
N -0.39088 3.03670 -1.14118 -0.341
C 0.64638 -0.90485 0.69199 0.516
C 1.98464 -0.91724 0.31358 -0.275
C 2.71917 -2.08801 0.36527 -0.681
C 2.12970 -3.25766 0.81588 -0.446
C 0.80611 -3.25855 1.21925 -0.456
C 0.07517 -2.08537 1.14914 0.209
Br -1.73799 -2.09949 1.74735 -0.170
H -1.77401 1.29068 -0.44865 0.399
H -1.69362 -0.50412 -0.63002 0.486
H 2.42122 4.22333 -3.37621 0.403
H 1.26597 5.86249 -1.82444 0.374
H -0.61596 4.92114 -0.40472 0.415
H 2.43703 0.00036 -0.03081 0.400
H 3.75330 -2.08529 0.05785 0.389
H 2.69976 -4.17280 0.86174 0.378
H 0.34008 -4.16017 1.58572 0.397
```

Kohn-Sham gap = 9.4640 eV
Energy = -98495.247 eV
Structure (SMILES) = O=C(CSc1ncccn1)c1ccccc1Br
HOMO energy = -8.79 eV
Total charge = 0



Record 2
C12H9Cl2NO3 in the gas phase. Source: OMol25; level of theory: ωB97M-V with the def2-TZVPD basis set.

XYZ file:
```
27
Properties=species:S:1:pos:R:3:mulliken_charge:R:1
C 0.57663 -4.95490 -1.11725 -1.301
C -0.10119 -4.32786 0.11263 0.603
C -0.02035 -5.28481 1.23204 0.063
N -0.05739 -5.95524 2.17888 -0.435
O 0.61456 -3.17428 0.55246 -0.288
C 0.30169 -2.01949 -0.07856 0.506
O -0.32411 -1.92139 -1.13894 -0.606
C 0.74168 -0.79927 0.62004 -0.663
C 0.41503 0.45996 0.15555 -0.149
O 0.76672 1.55105 0.89486 -0.340
C 0.19836 2.69819 0.46739 0.209
C 1.03381 3.76615 0.14727 -0.322
C 0.55535 5.03642 -0.22372 -0.583
C -0.79661 5.28201 -0.30381 0.294
Cl -1.45385 6.77516 -0.89753 -0.199
C -1.68590 4.23406 -0.00081 -0.696
C -1.18879 2.94973 0.34131 0.569
Cl -2.34346 1.76077 0.82278 -0.177
H 0.16230 -5.92679 -1.40323 0.387
H 1.65594 -5.17892 -0.97814 0.329
H 0.50026 -4.27060 -1.98524 0.329
H -1.18403 -4.17548 -0.08028 0.285
H 1.27632 -0.96347 1.55647 0.375
H -0.22234 0.55434 -0.72374 0.595
H 2.10802 3.62557 0.28314 0.392
H 1.21918 5.85989 -0.40367 0.405
H -2.74781 4.39921 -0.02990 0.417
```

Kohn-Sham gap = 9.4411 eV
Energy = -45266.073 eV
Structure (SMILES) = C[C@@H](C#N)OC(=O)/C=C/Oc1ccc(Cl)cc1Cl
HOMO energy = -9.37 eV
Total charge = 0